(1)
Here is a molecular structure, C2H5BrN4 at a distorted geometry from the OMol25 dataset. Energies are from ωB97M-V/def2-TZVPD.

ORCA input file:
```
! RIJCOSX wB97M-V def2-TZVPD def2/J DEFGRID3
* xyz 0 1
Br 0.470 0.101 2.942
N 0.943 1.490 -1.809
N -0.392 1.038 -1.467
N 1.466 0.292 -1.197
N -1.114 -0.433 1.877
C 0.179 0.105 -0.759
C -0.898 -1.245 0.755
H 2.197 0.450 -0.451
H 0.884 1.393 -2.803
H -1.763 -1.483 0.195
H -0.114 -1.913 0.801
H -1.858 0.206 1.915
*
```

Properties
- DFT total energy: -78151.1830 eV
- Energy above the lowest of the compared OMol25 structures with the same formula, charge and spin: 0.762 eV
- Max |F|: 0.09976 hartree/bohr
- LUMO level (spin up / spin down): -0.89 / -0.89 eV


(2)
Here is 13 unconnected molecules or ions with the total composition C40H110N8O17 at a distorted geometry from the OMol25 dataset. Energies are from ωB97M-V/def2-TZVPD.

ORCA input file:
```
! RIJCOSX wB97M-V def2-TZVPD def2/J DEFGRID3
* xyz 0 1
O 1.703 1.593 1.308
O 4.007 7.075 -1.047
O 3.776 -2.674 1.749
O 0.847 -0.615 -0.506
O -0.794 -0.533 -3.566
O 5.038 0.166 -2.684
O -2.413 -8.080 -2.619
O 0.266 -6.045 0.187
O 5.672 -6.854 3.534
O 1.207 -0.712 5.348
O -2.794 -2.977 0.970
O -1.087 3.790 -1.604
O -2.651 3.937 3.038
O -4.117 -3.300 -3.882
O -3.370 8.376 5.280
O 0.010 -3.272 -4.536
O -3.127 2.203 -2.713
N 3.444 -0.917 -1.593
N 2.984 -7.574 2.379
N 3.189 1.103 -1.992
N -3.697 -5.467 -2.404
N 2.650 2.871 2.841
N 1.680 3.904 1.249
N 1.869 4.759 -1.342
N -2.581 6.674 2.540
C -3.673 -4.185 -1.725
C 0.800 -4.813 -0.209
C 1.105 4.278 -2.439
C 5.203 -1.062 2.766
C -1.392 4.637 3.157
C -2.474 -5.729 -3.147
C 3.913 0.049 -2.182
C -0.107 -0.773 4.657
C -0.462 4.485 -2.626
C -3.428 -2.147 1.943
C 0.970 -3.513 -3.639
C -0.421 0.714 -5.535
C -3.421 -2.993 -2.746
C -4.287 8.607 6.334
C 4.312 -8.104 2.025
C 3.783 -1.329 2.211
C 5.419 -7.062 2.162
C 2.503 -6.723 1.192
C -4.069 8.215 3.947
C -2.431 -7.166 -3.704
C -1.574 4.490 -0.550
C -0.545 -1.038 -0.377
C -4.240 -2.146 -4.656
C -1.300 0.241 -0.292
C -0.130 0.628 -4.038
C 2.769 6.854 -0.412
C -3.699 2.760 -3.860
C 6.646 -5.701 3.750
C 4.739 8.242 -0.521
C -4.469 -1.309 1.265
C 1.712 6.203 -1.350
C -0.261 -2.150 4.052
C 1.989 2.701 1.742
C 1.010 -6.628 1.326
C -2.556 2.572 3.208
C -3.016 8.027 2.869
C -4.684 3.784 -3.339
C -1.020 -8.244 -2.273
C -1.600 6.110 3.481
C 2.284 -2.914 -4.126
H -3.489 8.186 1.900
H 1.578 4.557 -3.380
H -0.792 5.043 -0.030
H 1.345 3.871 0.297
H -2.238 8.777 3.014
H -3.983 -6.196 -1.765
H -2.362 -2.982 -3.005
H -0.903 -8.814 -1.351
H -0.644 -1.634 0.530
H 0.623 -2.582 3.585
H -0.841 0.991 0.352
H -3.299 5.988 2.358
H -3.480 2.090 3.528
H 2.450 -1.002 -1.432
H -0.578 -0.590 -2.633
H -1.477 -5.575 -2.736
H 2.776 3.828 3.137
H 4.445 -8.946 2.705
H -4.252 4.635 -2.813
H -3.709 -2.048 -2.286
H -0.230 -0.129 -6.199
H 5.692 8.276 -1.049
H -2.885 3.374 -4.244
H 3.916 -3.206 2.536
H -1.661 -7.448 -4.422
H -3.442 -7.406 -4.036
H -2.635 -1.496 2.311
H -5.390 -1.789 0.933
H 0.187 1.554 -5.869
H -4.701 -4.130 -1.368
H 2.795 -3.637 -4.761
H -0.447 -2.781 4.922
H -4.943 -0.606 1.950
H -2.389 5.130 -0.887
H -4.787 7.644 6.441
H -0.915 -0.315 5.227
H 3.575 2.037 -2.002
H 4.214 9.180 -0.702
H -0.788 4.210 3.958
H -4.009 2.086 -4.659
H 0.838 -6.046 2.231
H 3.144 -1.306 3.094
H -4.099 -0.871 0.337
H 1.177 3.198 -2.314
H -4.912 -1.440 -4.167
H -4.990 9.403 6.087
H -0.281 1.589 -3.546
H 1.870 -4.718 -0.396
H 3.287 -0.592 1.580
H -2.517 2.887 -2.428
H 4.307 -8.509 1.013
H 0.622 -7.645 1.383
H 4.962 8.085 0.534
H -0.306 -8.731 -2.936
H -5.174 4.282 -4.176
H -2.357 0.129 -0.052
H 6.779 -5.571 4.824
H -4.484 -2.512 -5.653
H -3.082 -4.232 -0.811
H -2.155 1.987 2.380
H 5.352 -0.132 3.314
H 1.049 -4.555 -3.330
H 5.552 -1.793 3.495
H 3.010 -2.772 -3.325
H 0.995 0.056 0.164
H -1.313 0.608 -1.318
H -3.971 8.877 7.341
H -0.807 -1.755 -1.155
H 0.694 -2.955 -2.744
H 7.586 -5.952 3.259
H -1.857 3.772 0.219
H 1.200 0.217 5.590
H 0.940 0.486 -3.888
H 2.825 6.272 0.508
H -0.125 -0.004 3.885
H 5.229 -6.076 1.738
H 4.014 -1.727 -1.788
H -4.749 7.363 3.949
H -0.725 4.044 -3.587
H 2.844 4.497 -1.322
H -0.283 -2.384 -4.319
H 1.741 6.764 -2.283
H 0.700 6.348 -0.970
H -0.730 4.454 2.310
H -1.080 -2.206 3.335
H 2.194 4.681 1.641
H -5.406 3.389 -2.625
H 2.366 0.968 -1.423
H 2.163 -2.149 -4.893
H 3.007 -5.770 1.352
H 2.362 7.823 -0.121
H 0.323 -4.681 -1.180
H 2.950 2.036 3.325
H -3.269 -1.652 -4.667
H -1.842 2.423 4.017
H -3.836 -2.680 2.801
H -0.629 5.556 -2.741
H -4.609 9.155 3.830
H 6.307 -7.449 1.661
H 5.928 -1.083 1.953
H -2.424 -3.753 1.398
H -2.009 6.436 4.437
H -0.645 6.622 3.367
H 2.880 -6.914 0.187
H -1.506 0.789 -5.604
H 6.321 -4.734 3.366
H 0.549 -3.951 0.409
H -0.671 -7.258 -1.966
H 3.258 -6.959 3.133
H -2.420 -5.125 -4.053
*
```

Properties
- DFT total energy: -89979.9000 eV
- Energy above the lowest of the compared OMol25 structures with the same formula, charge and spin: 3.786 eV
- Max |F|: 0.18384 hartree/bohr
- LUMO level: -0.12 eV


(3)
Here is a molecular structure, C4H3LiNaO2Rb at a distorted geometry from the OMol25 dataset. Energies are from ωB97M-V/def2-TZVPD.

ORCA input file:
```
! RIJCOSX wB97M-V def2-TZVPD def2/J DEFGRID3
* xyz 2 1
Rb -4.476 3.011 -2.950
Na 2.680 0.646 0.850
O -1.343 0.864 -1.193
O 1.460 -0.159 -0.824
C 0.581 -1.074 1.175
C 0.375 -0.758 -0.243
C 0.367 -0.732 2.342
C -0.845 0.385 -0.214
Li 1.872 -0.089 -2.550
H 0.002 -1.648 -0.780
H 0.498 -0.808 3.412
H -1.170 0.362 0.975
*
```

Properties
- DFT total energy: -13553.5366 eV
- Max |F|: 0.06094 hartree/bohr
- LUMO level: -6.14 eV


- The highest DFT total energy belongs to which entry?
  C4H3LiNaO2Rb


- What is the DFT total energy in the third record?
  -13553.5366 eV


- Look up the max |F| of the third one.
  0.06094 hartree/bohr


- Which formula does entry 2 have?
  C40H110N8O17